27
Properties=species:S:1:pos:R:3:forces:R:3 method="wB97M-V/def2-TZVPD" orbital_gap_ev=8.14 homo_ev=-8.44 e_above_lowest_kcal_mol=57.5 total_energy_ev=-23372.21844
C 2.7974 0.4699 1.7844 -1.555 0.466 -0.869
C -0.3452 -0.8958 -0.1473 1.078 -0.618 2.365
C 3.3828 0.6849 -1.6439 1.271 -0.446 -0.162
C 0.0125 -2.2046 -0.1611 -1.025 1.561 -1.416
C -3.2284 0.2503 0.1044 1.046 -3.511 2.893
C 1.9934 1.1894 0.7886 0.311 -2.613 0.695
C -1.1344 -0.2773 -1.2352 -0.916 -2.707 0.256
C -2.6474 -0.5455 -1.0394 -0.795 2.928 -2.743
C 0.4662 1.1309 1.1256 2.722 -2.214 0.256
N 3.2354 -0.3073 2.4849 1.121 -1.045 1.388
N -0.0967 -0.1458 1.0722 -1.340 -2.475 -2.634
F 3.8601 1.8829 -1.7230 -0.337 0.811 -0.311
F 4.3861 0.0400 -1.0850 -0.478 -0.428 -0.137
F 0.7101 -2.8242 0.7894 -0.542 -0.166 -0.871
F -0.4102 -2.9768 -1.2317 1.001 0.336 1.853
H -2.4306 0.2273 0.9877 -2.118 -0.103 -1.427
H -4.2172 -0.2791 0.3679 1.439 1.306 0.054
H -3.3341 1.2371 -0.1506 -0.670 2.461 -0.591
H 2.2730 0.5578 -0.1156 -1.225 1.119 0.697
H 2.4408 2.1273 0.7489 0.234 2.052 -0.647
H -1.1081 0.7362 -1.1804 1.089 3.121 -0.381
H -0.6744 -0.7502 -2.0839 -0.471 0.516 -1.152
H -3.3318 -0.1696 -1.9797 1.974 -1.474 1.750
H -2.6991 -1.5530 -0.8580 -0.891 -2.564 0.101
H 0.1927 1.4323 2.0727 0.291 1.345 2.272
H 0.0037 1.7520 0.4900 -1.805 2.314 -2.580
H -0.0968 -0.7889 1.8180 0.590 0.031 1.341

***

37
Properties=species:S:1:pos:R:3:forces:R:3 method="wB97M-V/def2-TZVPD" charge=+1 orbital_gap_ev=7.04 homo_ev=-12.96 total_energy_ev=-91570.16090
C -0.3295 -2.6669 1.7552 0.770 0.247 -0.621
C -1.4702 -2.9821 0.7950 -0.058 0.426 -0.280
O -2.0201 -4.0068 0.9458 -0.772 -1.292 0.180
N -1.9492 -2.1090 -0.2729 0.933 1.005 1.335
C -2.5848 -0.9522 0.0969 -0.416 0.126 -0.717
C -3.4987 -0.3349 -0.8821 0.087 0.429 0.173
O -2.4436 -0.4283 1.2261 0.639 -0.553 0.871
S -0.7124 -1.8814 -1.5363 0.007 -0.333 -2.588
O 0.4224 -2.5774 -0.9920 0.057 0.188 1.040
O -1.3246 -2.4524 -2.6763 -0.304 -0.145 -0.124
N -0.6027 -0.2970 -1.6493 0.861 -0.604 1.428
S 0.7620 0.1795 -2.4268 -0.095 1.200 -2.032
O 0.4628 1.4186 -3.0728 -0.460 0.488 0.483
O 1.2767 -0.8373 -3.2857 0.176 -0.861 0.472
C 2.0981 0.6080 -1.2846 -0.183 -0.448 0.790
C 1.8103 0.4183 0.1995 0.709 -0.488 0.594
C 2.3973 1.5107 1.0957 -0.044 0.128 -0.776
C 1.7121 2.8741 1.0693 0.273 -0.162 0.936
F 2.3793 3.7665 0.3230 -0.230 -0.212 -0.249
F 1.7168 3.3552 2.3551 -0.070 -0.060 -0.049
C 0.2267 2.9299 0.6539 -0.008 1.915 -0.389
F 0.0207 2.6818 -0.6138 -0.016 -0.674 0.215
F -0.5372 2.0832 1.4440 0.085 -0.857 0.137
F -0.2363 4.1458 0.9103 -0.039 -0.196 0.116
H 0.0271 -3.5996 2.1665 -0.017 -0.141 0.208
H -0.6972 -2.0288 2.5632 -0.402 -4.086 0.392
H 0.5330 -2.1767 1.2557 -0.256 -0.084 -0.023
H -3.0305 -0.2625 -1.8554 -0.044 -0.217 -0.258
H -4.4053 -0.9305 -0.9367 -0.098 -0.221 -0.111
H -3.7408 0.6585 -0.5318 -0.131 0.209 0.004
H 2.4239 1.6257 -1.4514 -0.344 0.262 -0.491
H 2.9136 -0.0441 -1.5679 0.125 -0.148 -0.143
H 0.7448 0.2588 0.3567 -0.569 0.099 -0.150
H 2.3025 -0.5056 0.5009 -0.070 -0.224 0.108
H 2.5168 1.1997 2.1297 -0.201 -0.025 0.240
H 3.4061 1.6882 0.7352 0.254 0.092 0.102
Yb -0.5700 -0.3291 2.4580 -0.148 5.218 -0.822

***

29
Properties=species:S:1:pos:R:3:forces:R:3 method="wB97M-V/def2-TZVPD" charge=+2 orbital_gap_ev="5.81 / 4.07" homo_ev="-16.22 / -16.16" multiplicity=6 total_energy_ev=-52927.72172
O 0.0026 4.7808 -4.3520 -0.409 -3.822 -0.250
C -0.1161 3.6349 -4.4113 0.413 3.763 0.290
Mn 0.0060 -0.9104 -2.3304 -0.209 5.678 6.903
C 1.4035 -1.6780 -3.1263 11.530 -1.300 -7.972
C -1.3722 -1.7368 -3.1143 -11.141 -1.258 -7.600
O 2.3043 -1.5686 -3.8930 -5.736 -1.128 4.859
O -2.2740 -1.5991 -3.8709 5.544 -1.303 4.615
C -0.1874 1.4101 0.1581 0.682 0.507 0.347
N 0.0023 -0.0735 -0.4014 -0.029 -1.084 -0.812
C -1.1779 -0.9665 0.1848 -0.772 1.441 0.680
N -1.1461 -0.9113 1.6360 1.362 0.543 -0.568
C -1.2567 0.4915 2.0991 -1.884 0.992 -1.122
N -0.1836 1.3872 1.6048 0.128 -1.918 -0.501
C 1.0820 0.7958 2.0996 1.692 1.520 -1.481
N 1.3352 -0.5864 1.6273 -1.543 0.137 -0.490
C 1.3651 -0.6554 0.1773 0.545 1.631 0.628
C 0.1791 -1.3756 2.1084 0.286 -1.969 -0.571
H -1.1324 1.8666 -0.1961 0.389 -0.715 -0.082
H 0.6648 2.0713 -0.1763 -0.742 -1.058 0.024
H -1.1322 -2.0274 -0.1520 0.390 0.504 0.062
H -2.1743 -0.5201 -0.1466 1.336 -0.424 0.138
H -1.2133 0.4856 3.1780 -0.180 0.034 0.249
H -2.2572 0.9132 1.7440 1.217 -0.554 0.629
H 1.9402 1.4705 1.7465 -1.098 -0.957 0.651
H 1.0414 0.7764 3.1737 0.156 0.052 0.412
H 1.5694 -1.7029 -0.1417 -0.541 0.463 0.057
H 2.2266 0.0000 -0.1758 -1.207 -0.658 0.135
H 0.1774 -1.3251 3.1899 0.004 -0.228 0.160
H 0.3235 -2.4468 1.7606 -0.182 1.110 0.610

***

46
Properties=species:S:1:pos:R:3:forces:R:3 method="wB97M-V/def2-TZVPD" charge=-2 orbital_gap_ev="6.53 / 5.95" homo_ev="-2.48 / -2.43" multiplicity=2 e_above_lowest_kcal_mol=0.0 total_energy_ev=-310020.21131
Ru -0.3154 1.3927 -0.8751 0.103 0.425 0.108
N 0.0020 1.6108 1.2508 0.063 0.011 0.023
N -1.0968 1.6304 2.1484 0.052 -0.040 0.162
C -1.5944 0.4479 2.5697 -0.114 0.167 -0.064
N -2.8234 0.4798 3.0752 0.076 -0.023 -0.064
N -0.7192 -0.5755 2.4989 -0.043 -0.116 0.054
N -1.1199 -1.7925 2.8792 0.015 0.071 0.036
O -2.2702 -2.0468 3.2523 0.058 -0.092 -0.007
O -0.2542 -2.6698 2.8377 -0.003 -0.025 0.003
H 0.6026 0.8530 1.5775 -0.021 -0.023 -0.040
H 0.5314 2.4713 1.3879 -0.050 -0.011 -0.018
H -1.7971 2.3556 1.9447 -0.069 0.111 -0.043
H -3.4033 1.2769 2.7770 0.001 -0.029 0.057
H -3.2343 -0.4211 3.2579 -0.020 0.043 -0.012
N 1.5579 2.6327 -3.4177 0.075 0.066 0.038
C 2.1283 2.7584 -2.1627 0.072 0.002 -0.130
N 3.2780 3.3671 -1.9083 -0.048 0.051 0.008
N 3.4224 3.2589 -0.5761 0.032 -0.101 0.001
N 2.4286 2.6087 -0.0652 0.014 0.104 0.071
N 1.5802 2.2811 -1.0587 -0.152 -0.212 -0.034
C 0.7076 1.5807 -3.7113 0.069 -0.015 0.033
N 0.6345 1.0135 -4.8962 -0.101 0.066 -0.013
N -0.2942 0.0383 -4.7384 0.145 -0.118 0.018
N -0.7256 0.0074 -3.5330 -0.130 0.080 0.009
N -0.1260 1.0052 -2.8389 -0.013 -0.066 -0.257
H 2.1681 2.8891 -4.1776 -0.046 -0.011 0.022
Se -3.9772 3.4265 1.8267 -0.008 0.001 -0.088
Sb -3.5457 2.8645 -0.5408 -0.065 -0.027 0.194
Se -2.6760 0.5117 -0.6443 -0.092 0.011 -0.054
Se -1.1963 3.6730 -1.0120 0.100 -0.250 0.014
Se -5.2664 3.5467 -2.0660 0.022 -0.022 -0.016
N 0.9860 -5.0006 1.5580 0.054 0.034 0.078
C 1.9345 -4.3527 0.8254 -0.090 -0.172 -0.186
O 3.0536 -4.7922 0.6309 0.006 0.056 0.072
C 1.4552 -3.0610 0.2329 0.027 0.048 0.075
C 0.1934 -2.9386 -0.3272 -0.070 0.069 -0.025
C -0.2427 -1.6909 -0.7369 0.152 -0.038 0.012
N 0.5045 -0.5970 -0.5735 0.014 0.089 -0.037
C 1.7480 -0.7247 -0.1006 -0.008 -0.058 0.041
C 2.2656 -1.9407 0.3007 0.020 0.006 -0.007
H 1.3230 -5.7861 2.0909 -0.013 -0.001 -0.014
H 0.2510 -4.4411 1.9763 0.022 0.001 -0.009
H -0.4631 -3.7916 -0.4279 0.011 -0.013 0.006
H -1.2104 -1.5407 -1.1950 -0.027 -0.027 -0.003
H 2.3270 0.1872 -0.0148 -0.012 -0.002 -0.021
H 3.2684 -2.0055 0.6988 -0.008 -0.017 0.011

***

23
Properties=species:S:1:pos:R:3:forces:R:3 method="wB97M-V/def2-TZVPD" charge=+2 orbital_gap_ev="8.48 / 6.39" homo_ev="-16.75 / -18.83" multiplicity=3 total_energy_ev=-12484.72926
C -1.0822 0.8954 -1.0448 3.760 -0.843 2.960
C -0.8277 -0.3254 -1.6485 -0.447 -3.015 0.669
C 0.7472 -1.0406 1.5306 0.785 6.539 0.494
C 1.0392 -2.1912 0.8936 -1.372 -2.629 -0.940
C -0.2904 1.0525 0.2349 -0.989 0.990 -1.125
C -0.0709 -1.1364 -0.7187 -2.329 8.223 0.136
C -0.3778 3.6699 0.4512 1.369 -0.905 -0.506
C 0.6657 -3.4034 -1.1349 0.079 -0.391 -2.830
C -0.2208 2.2292 1.0686 -0.809 1.759 3.462
N 0.2831 -0.1250 0.5859 -1.806 -4.735 -3.753
N 0.4734 -2.2063 -0.3803 2.690 -3.468 2.269
H -1.5319 1.6134 -1.6301 -1.226 1.965 -0.441
H -1.4701 -0.6035 -2.5532 1.611 -0.104 1.213
H 1.1287 -0.4898 2.4348 -0.498 -1.649 -0.398
H 1.3301 -3.1573 1.3313 0.352 0.676 -0.257
H 0.6697 4.0516 0.3370 -1.103 -0.132 -0.517
H -0.9346 4.4211 1.0177 0.052 -0.664 0.391
H -0.9266 3.4954 -0.4772 0.429 0.679 -0.217
H 0.0300 -4.1221 -0.7261 -1.047 -1.433 0.611
H 1.6858 -3.6631 -0.9156 0.426 -0.515 -0.740
H 0.3920 -3.3226 -2.2506 0.790 0.221 1.806
H -1.2222 2.1146 1.5887 0.460 -0.056 0.008
H 0.5102 2.2437 2.0056 -1.174 -0.512 -2.296

***

24
Properties=species:S:1:pos:R:3:forces:R:3 method="wB97M-V/def2-TZVPD" orbital_gap_ev=9.71 homo_ev=-9.00 e_above_lowest_kcal_mol=167.7 total_energy_ev=-14548.40872
C 2.8346 0.7655 0.5248 -2.204 -2.342 -2.311
C 1.3050 0.4637 0.8127 -0.802 -1.478 2.403
C 0.5770 0.8425 -0.5348 -0.776 1.440 3.952
C 1.7498 1.3124 -1.4547 -4.707 1.991 -2.857
C -1.3245 -0.6369 -0.3109 2.177 8.154 -5.283
C -1.2860 -1.7717 0.2896 4.869 -2.641 0.152
C -2.3509 -2.1572 0.8997 -7.075 -2.013 4.616
C -3.4972 -1.2943 0.9901 8.170 2.922 -4.881
C -2.4355 0.2783 -0.4536 1.746 -5.476 3.116
H 2.8888 1.7790 0.7811 1.659 1.300 1.080
H 3.4604 -0.1150 0.7204 0.316 1.194 1.405
H 0.5660 0.7746 1.9930 2.718 0.547 -3.453
H 1.1153 -0.5458 1.1647 0.574 -0.790 -1.088
H -0.1354 1.4864 0.1457 0.755 0.731 -2.915
H 1.5927 1.0611 -2.5451 -0.500 -0.217 1.062
H 1.6991 2.4495 -1.5675 0.587 -0.859 0.965
H 3.6103 1.2600 -1.3524 1.676 0.261 -0.160
H -0.4325 -2.4156 0.4008 0.653 0.178 -0.754
H -2.4708 -3.2078 1.3794 0.431 1.969 -0.780
H -4.2261 -1.9003 1.0714 -6.671 -2.628 1.494
H -2.4249 1.1571 -0.9695 0.145 2.122 -1.515
N 2.8857 0.6759 -1.0262 0.710 -0.606 3.013
N -3.4847 -0.1469 0.1575 -3.496 -1.061 2.659
O -0.2162 -0.1149 -1.1161 -0.956 -2.700 0.080

***

24
Properties=species:S:1:pos:R:3:forces:R:3 method="wB97M-V/def2-TZVPD" orbital_gap_ev=9.33 smiles="CN(CCc1ccccc1)N=O" homo_ev=-8.92 e_above_lowest_kcal_mol=160.7 total_energy_ev=-14548.70903
C -0.4064 -1.7066 2.5044 6.147 -1.989 1.454
N 0.4748 -0.8865 1.6071 1.957 1.868 -0.383
C 1.4214 -1.4361 0.5578 -3.660 -0.622 0.170
C 0.8271 -1.4187 -0.9271 2.896 2.346 -0.020
C 0.1220 -0.0103 -1.2790 1.553 0.986 1.067
C -1.2188 0.1986 -0.8482 0.539 2.165 -0.958
C -1.8581 1.4682 -0.8494 -0.482 0.261 0.309
C -1.1997 2.5444 -1.5423 -6.761 2.493 2.488
C 0.0328 2.3720 -1.8162 7.014 1.042 -3.686
C 0.8445 1.2327 -1.6249 -1.523 -1.893 -1.174
N 0.6328 0.5359 1.8746 -6.017 -4.494 2.740
O -0.3815 0.7574 2.6490 4.045 1.213 -2.276
H -0.1942 -1.3889 3.6673 -0.703 -0.750 -3.059
H 0.1606 -2.8638 2.3128 -2.193 3.221 0.761
H -1.4118 -1.7099 2.2683 -1.980 0.071 -0.481
H 2.1819 -0.7376 0.4503 1.766 0.962 0.658
H 1.7164 -2.4944 0.7774 0.041 1.152 0.101
H 1.9251 -1.4309 -1.3953 -2.673 -0.277 -0.131
H 0.2989 -2.3380 -1.1175 -0.501 0.060 -0.457
H -1.8536 -0.6071 -0.6395 -0.470 -1.305 0.886
H -2.8208 1.6008 -0.2180 1.500 -0.299 -1.702
H -1.5638 3.7001 -1.8053 0.074 -3.563 1.110
H 0.4378 3.2487 -2.4700 0.124 -1.691 1.490
H 1.8326 1.3697 -2.1363 -0.694 -0.956 1.093

***

25
Properties=species:S:1:pos:R:3:forces:R:3 method="wB97M-V/def2-TZVPD" orbital_gap_ev=9.80 homo_ev=-9.21 e_above_lowest_kcal_mol=172.0 total_energy_ev=-16594.85711
C 2.0443 -1.3206 0.8473 3.282 -2.342 2.188
C -1.2331 -1.6361 1.1646 -1.169 0.552 -0.545
C -2.6234 -0.3132 -0.4610 -2.111 -0.782 -0.122
C -0.1934 0.2012 -0.1398 -1.371 -0.141 -2.574
C 0.1727 0.3423 -1.5120 -0.254 -1.114 -1.177
C 0.9297 1.4027 -1.9939 -0.951 -0.519 3.138
C 1.2310 2.4131 -1.0592 0.874 -0.145 -1.342
C 0.8633 2.3928 0.2346 -0.694 -2.989 -0.847
C 0.1684 1.1724 0.6821 -2.052 7.325 4.529
H 2.0467 -0.3020 1.2356 -0.114 -0.027 -0.039
H 2.3849 -2.1046 1.7543 -0.229 2.215 -2.262
H 2.6580 -1.4562 -0.0174 1.245 0.266 -0.251
H 0.0226 -2.8360 1.7558 0.678 1.752 0.912
H -2.6749 -0.8556 -1.8472 0.190 2.222 4.354
H -3.6765 -1.0005 0.1474 3.853 2.345 -1.870
H -2.8048 1.0111 -0.2595 0.553 -4.408 -1.187
H -0.2925 -0.4051 -2.2019 0.796 0.602 0.551
H 1.2695 1.5758 -2.9593 0.114 -0.293 -1.823
H 1.7539 3.2813 -1.3995 0.228 0.477 -0.400
H 1.0350 3.3528 0.6481 -0.233 0.181 1.794
H -0.6125 1.6631 1.6022 2.429 -2.776 -2.012
N 0.0948 -1.7653 1.6636 -1.125 -3.788 -1.764
N -1.2764 -0.6887 0.1833 -2.990 0.755 -1.004
O 0.8656 -1.7792 0.3852 -1.727 -0.199 1.912
O -2.1530 -2.3453 1.5468 0.777 0.831 -0.161

***

29
Properties=species:S:1:pos:R:3:forces:R:3 method="wB97M-V/def2-TZVPD" charge=+3 orbital_gap_ev="6.63 / 6.85" homo_ev="-20.10 / -20.12" multiplicity=5 total_energy_ev=-48054.98895
Pm 0.3664 -1.4510 -0.8459 2.761 1.834 -0.082
C -1.6069 -0.4208 0.3388 -5.829 1.683 2.639
O -2.6598 -0.1937 0.7598 4.665 -0.766 -1.740
C -1.8480 -2.8767 -0.6501 -5.570 -1.845 1.286
O -2.9236 -3.2096 -0.3914 4.745 1.208 -1.262
C 0.0239 -2.2464 1.4265 -1.236 -2.496 6.732
O -0.2522 -2.6298 2.4820 1.309 1.765 -4.809
C -1.3558 -0.4910 -2.2817 -5.477 2.670 -4.003
O -2.2692 -0.0805 -2.8581 4.170 -1.826 2.537
C 1.9448 -2.9822 -2.1734 -0.506 -0.986 -0.322
H 2.1329 -2.2969 -3.0138 -0.030 -0.341 0.073
H 2.7453 -3.0411 -1.4204 -0.162 -0.171 -0.224
C 0.7735 -3.6599 -2.0398 1.404 -0.489 -0.832
H 0.6008 -4.3640 -1.2165 0.144 0.080 -0.123
H -0.0106 -3.6218 -2.8062 0.225 -0.015 0.032
C -0.1037 1.8365 2.6108 0.333 0.554 0.319
N 1.1310 1.7882 1.7750 -0.349 -1.321 -0.941
C 1.0635 1.6695 0.4290 -1.212 1.159 1.501
S 2.1316 0.6185 -0.3986 -0.167 -1.172 -0.589
N 0.1403 2.4100 -0.2221 1.050 -0.520 -0.439
C -0.1488 3.7978 0.1867 -0.735 0.516 0.193
H -0.9708 2.1920 2.0514 0.302 0.100 0.054
H 0.1013 2.5031 3.4581 -0.315 -0.222 -0.187
H -0.3169 0.8295 2.9874 0.127 0.149 0.050
H 1.8540 1.2051 2.2027 -0.051 0.521 -0.207
H 0.1518 2.2806 -1.2334 0.135 0.130 0.357
H 0.2422 4.4893 -0.5692 0.087 -0.233 0.245
H -1.2302 3.9570 0.2457 0.180 -0.060 0.055
H 0.2932 3.9883 1.1665 0.000 0.095 -0.314

***

Strongest force on any atom for every record listed, in sequence, given in eV/Å: 4.668; 5.285; 14.078; 0.451; 8.547; 9.957; 7.994; 8.853; 7.291.